Entry 1:
An isolated ion of composition C4H8O2P and charge -1. Source: OMol25; level of theory: ωB97M-V/def2-TZVPD.

The calculation puts the energy relative to the best compared isomer or geometry (same formula, charge and spin) at 0.5376 eV. The calculation puts the highest occupied orbital energy at -0.1569 Eh. The multiplicity is 1. The value obtained for the HOMO-LUMO gap is 8.0687 eV. Its structure (SMILES) is CC(C)=C[P@@H](=O)[O-]. As for the charge: -1.

Structure (XYZ):
```
15
Properties=species:S:1:pos:R:3:forces:R:3
C 1.79182 -0.09603 0.94738 1.130 1.233 -2.035
C 0.61290 -0.09202 0.03198 -1.987 -0.222 0.152
C 0.64856 0.63026 -1.32527 -0.759 -0.450 -0.221
C -0.50463 -0.59715 0.57629 -1.733 0.042 0.103
P -2.28998 -0.31749 0.12965 1.770 1.922 -0.798
O -3.31381 -1.15105 0.79732 -0.037 -1.048 0.144
O -2.33485 1.18312 0.38302 -0.292 -0.739 -0.885
H 1.56071 -0.89171 1.61790 0.520 -0.044 1.112
H 2.63105 -0.36583 0.28516 0.384 -0.118 0.616
H 2.03517 0.93804 1.34242 -0.407 -1.249 0.042
H 1.67759 0.68566 -1.68602 0.085 0.751 0.251
H 0.06787 1.57410 -1.23589 0.942 -0.119 0.082
H 0.13603 0.17182 -2.20987 0.061 -0.382 1.127
H -0.62215 -0.94355 1.61330 1.149 -0.067 -0.050
H -2.09630 -0.72816 -1.26737 -0.824 0.490 0.359
```
Positions in Å, forces in eV/Å.

---

Entry 2:
One molecule with the formula C4H8O2S. Source: OMol25; level of theory: ωB97M-V/def2-TZVPD.

The calculation puts the energy relative to the best compared isomer or geometry (same formula, charge and spin) at 2.0047 eV. The calculation puts the highest occupied orbital energy at -0.3381 Eh. The multiplicity is 1. The value obtained for the HOMO-LUMO gap is 9.7817 eV. Its structure (SMILES) is C[C@@]1(S)[C@H](O)[C@@H]1O.

Structure (XYZ):
```
15
Properties=species:S:1:pos:R:3:forces:R:3
C -1.47381 0.97880 0.00996 -1.830 0.085 0.017
C -0.36714 -0.03188 0.04175 0.147 0.311 0.509
S -0.83987 -1.76489 0.43094 -0.308 0.974 -0.506
C 0.94663 0.10847 -0.74914 -0.885 1.319 0.587
O 1.63184 -1.04252 -0.98410 0.178 -1.138 -0.903
C 0.88422 0.48900 0.71195 0.256 -1.553 0.710
O 1.43272 -0.38378 1.68680 0.425 0.359 -0.503
H -1.15197 1.98593 -0.26932 0.286 -0.167 -0.041
H -2.00314 1.09114 1.00828 0.846 -0.346 -0.980
H -2.27570 0.69989 -0.70649 0.416 0.137 0.252
H -1.74038 -1.82022 -0.59277 0.317 -0.018 0.447
H 1.01200 0.89707 -1.51487 0.021 -0.332 0.342
H 0.99159 -1.68262 -1.36070 0.594 0.193 0.363
H 0.95947 1.52312 1.03512 -0.291 -0.098 -0.192
H 1.99354 -1.04752 1.25260 -0.172 0.275 -0.101
```
Positions in Å, forces in eV/Å.

---

Entry 3:
One molecule with the formula C4H8O2S. Source: OMol25; level of theory: ωB97M-V/def2-TZVPD.

The calculation puts the energy relative to the best compared isomer or geometry (same formula, charge and spin) at 0.6945 eV. The calculation puts the highest occupied orbital energy at -0.3068 Eh. The multiplicity is 1. The value obtained for the HOMO-LUMO gap is 8.8868 eV. Its structure (SMILES) is O[C@@H]1CSC[C@H]1O.

Structure (XYZ):
```
15
Properties=species:S:1:pos:R:3:forces:R:3
O 1.71582 0.76866 0.38314 0.144 0.141 0.578
C 0.81265 -0.31003 0.30189 -0.542 -0.337 -0.142
C 0.76199 -0.77412 -1.14879 -0.234 0.718 0.199
S -0.39066 0.35003 -2.02813 0.069 -0.009 0.312
C -1.06853 1.04932 -0.47357 -0.162 0.286 -0.341
C -0.61940 0.14449 0.65692 0.371 -0.140 -0.884
O -1.49775 -0.95914 0.70522 0.127 -0.526 0.599
H 1.75265 1.06019 1.30827 0.054 -0.043 -0.394
H 1.10218 -1.16107 0.94955 0.083 0.302 -0.091
H 0.36778 -1.76989 -1.20479 -0.058 -0.531 -0.047
H 1.74865 -0.70757 -1.58728 0.159 -0.084 -0.124
H -2.16390 1.08215 -0.53170 0.302 -0.047 0.047
H -0.68729 2.07032 -0.34253 -0.057 -0.325 0.028
H -0.62400 0.69803 1.57899 -0.009 0.291 0.730
H -1.21019 -1.54140 1.43282 -0.247 0.303 -0.468
```
Positions in Å, forces in eV/Å.

---

Entry 4:
One molecule with the formula C4H8O2S. Source: OMol25; level of theory: ωB97M-V/def2-TZVPD.

The calculation puts the energy relative to the best compared isomer or geometry (same formula, charge and spin) at 3.6458 eV. The calculation puts the highest occupied orbital energy at -0.3043 Eh. The multiplicity is 1. The value obtained for the HOMO-LUMO gap is 8.6688 eV.

Structure (XYZ):
```
15
Properties=species:S:1:pos:R:3:forces:R:3
C -0.56975 0.65572 0.37124 -0.525 -0.620 2.386
C 0.46853 -0.19147 -0.40941 -0.314 -0.736 2.048
C -3.06610 -0.43417 0.39565 0.743 -0.601 0.739
C 1.94722 -0.06544 0.05509 -1.797 -1.318 -1.336
O 0.14854 -1.59073 -0.25091 -1.005 -0.119 -0.901
O -4.32780 -0.68862 0.19942 0.417 -0.884 0.943
S -2.23577 0.77547 -0.48360 0.527 0.005 0.251
H -0.71757 0.08356 1.35589 -0.327 0.749 -1.372
H -0.35985 1.70012 0.71633 0.383 -0.797 -0.877
H 0.30091 0.13079 -1.36028 0.194 0.399 -3.263
H -0.65427 -1.89598 -0.76974 1.326 1.037 0.965
H 2.39012 0.79646 -0.44381 0.186 0.220 0.952
H 2.45656 -0.98641 -0.30356 -0.267 0.669 0.166
H 1.80331 -0.18132 1.11610 1.049 0.744 0.662
H -4.86325 -0.17525 -0.38042 -0.589 1.253 -1.363
```
Positions in Å, forces in eV/Å.

---

Entry 5:
One molecule with the formula C4H8O2SSe. Source: OMol25; level of theory: ωB97M-V/def2-TZVPD.

The calculation puts the energy relative to the best compared isomer or geometry (same formula, charge and spin) at 0.1948 eV. The calculation puts the highest occupied orbital energy (spin up / spin down) at -0.2755 / -0.3413 Eh. The multiplicity is 1. The value obtained for the HOMO-LUMO gap (spin up / spin down) is 6.4253 / 9.1819 eV.

Structure (XYZ):
```
16
Properties=species:S:1:pos:R:3:forces:R:3
C 1.53736 -0.08767 0.59114 -1.381 -2.971 1.800
C -0.56269 -1.10579 -1.19213 -0.758 -1.929 0.584
C 0.63643 1.00182 1.19611 1.677 0.032 -0.874
C -1.97064 1.23428 0.13890 -0.979 -1.638 1.407
O 1.31453 -2.67844 -0.26973 -0.797 1.150 0.227
O -0.39729 -1.84268 1.32643 -0.007 0.342 -0.266
S 0.43140 -1.59277 0.16895 1.797 0.155 -0.459
Se -0.39651 2.03997 -0.12313 1.390 0.848 0.030
H 2.30819 0.03814 -0.11792 0.222 0.792 -1.479
H 2.13771 -0.61990 1.39856 -0.916 0.708 -0.368
H -1.14559 -1.96507 -1.58172 0.117 0.573 0.628
H -0.13156 -0.54839 -1.97058 0.663 1.103 -0.566
H -0.10944 0.38003 1.75324 0.769 1.379 0.514
H 1.39359 1.74596 1.63222 -1.783 -1.070 0.286
H -2.83536 1.56759 -0.40418 -0.089 0.028 -0.202
H -2.12737 0.71785 1.12485 0.074 0.497 -1.261
```
Positions in Å, forces in eV/Å.

---

Entry 6:
C4H8O2SSn as an isolated structure. Source: OMol25; level of theory: ωB97M-V/def2-TZVPD.

The calculation puts the highest occupied orbital energy at -0.6715 Eh. The multiplicity is 1. The value obtained for the HOMO-LUMO gap is 6.2839 eV. As for the charge: +2.

Structure (XYZ):
```
16
Properties=species:S:1:pos:R:3:forces:R:3
Sn 9.58107 3.76093 7.17594 -1.276 0.360 -1.965
C 6.10178 0.98847 5.02281 -2.888 0.635 -0.255
C 5.88374 1.40838 3.53645 -0.589 0.545 0.516
C 7.00116 2.46962 3.21320 -0.437 0.052 0.032
S 6.97156 3.48340 4.70075 -2.965 -2.518 -0.256
O 5.98369 4.45219 4.47919 -0.800 1.787 0.120
O 8.26908 3.96179 5.23038 3.563 0.384 2.317
C 6.34711 2.20316 5.86940 2.132 0.718 -0.190
H 6.83668 0.23687 5.07388 0.951 -0.806 0.383
H 5.12915 0.64802 5.43279 0.684 -0.666 -0.554
H 4.80144 1.65083 3.36541 1.192 0.871 0.180
H 5.95268 0.53190 2.92940 0.725 -0.499 -0.560
H 6.91061 3.17590 2.36692 -0.453 -0.355 0.452
H 7.97300 2.03194 3.12328 0.611 -0.674 0.003
H 5.55668 2.58856 6.47798 -1.016 0.436 -0.331
H 7.13102 2.06098 6.61217 0.565 -0.273 0.109
```
Positions in Å, forces in eV/Å.

---

Entry 7:
One molecule with the formula C4H8O2Si. Source: OMol25; level of theory: ωB97M-V/def2-TZVPD.

The calculation puts the energy relative to the best compared isomer or geometry (same formula, charge and spin) at 6.2158 eV. The calculation puts the highest occupied orbital energy (spin up / spin down) at -0.2815 / -0.2817 Eh. The multiplicity is 1. The value obtained for the HOMO-LUMO gap (spin up / spin down) is 7.9611 / 8.1391 eV.

Structure (XYZ):
```
15
Properties=species:S:1:pos:R:3:forces:R:3
C 0.60087 1.60601 -1.63863 -0.290 -0.077 0.443
C 1.69202 0.71099 -1.20574 -5.092 0.344 3.468
C 1.41069 -0.14801 -0.07800 0.245 -2.994 2.961
C -0.36094 -1.12727 1.37704 0.100 -0.234 0.732
O 1.67421 2.05200 -0.84373 0.798 1.938 0.338
O 0.18732 -0.52406 0.32472 0.393 1.419 -1.425
Si -2.26471 -1.10773 1.21506 1.215 -1.302 2.803
H 0.74436 1.94343 -2.64691 -0.811 0.225 -0.464
H -0.39081 1.62386 -1.10410 1.096 -0.216 -1.007
H 2.39352 0.37415 -1.79513 3.741 -1.269 -3.377
H 2.22078 -0.59184 0.55879 -0.608 0.622 -0.707
H 0.33437 -1.47344 2.18604 -0.623 0.340 -0.838
H -2.29420 -0.62824 -0.06544 -0.656 0.687 -2.437
H -3.05455 -0.28945 2.15187 0.210 0.519 0.060
H -2.89293 -2.42040 1.56416 0.280 -0.001 -0.551
```
Positions in Å, forces in eV/Å.

---

Entry 8:
One molecule with the formula C4H8O3. Source: OMol25; level of theory: ωB97M-V/def2-TZVPD.

The calculation puts the energy relative to the best compared isomer or geometry (same formula, charge and spin) at 0.7453 eV. The calculation puts the highest occupied orbital energy at -0.3855 Eh. The multiplicity is 1. The value obtained for the HOMO-LUMO gap is 11.3167 eV. Its structure (SMILES) is COC(=O)[C@@H](C)O.

Structure (XYZ):
```
15
Properties=species:S:1:pos:R:3:forces:R:3
C 2.48865 -0.03537 0.47959 0.257 -0.043 -0.038
O 1.12453 0.33727 0.69200 -0.159 -0.006 -0.044
C 0.21875 -0.48824 0.16864 0.004 -0.267 -0.210
O 0.48261 -1.51697 -0.41506 -0.064 0.401 0.272
C -1.20504 0.01028 0.34439 0.091 0.207 0.057
C -1.57461 0.92853 -0.82291 -0.010 0.033 -0.061
O -2.06542 -1.09798 0.42005 0.012 -0.175 -0.120
H 2.66719 -1.05573 0.82488 -0.031 0.135 -0.028
H 3.08119 0.67682 1.05288 -0.064 -0.104 -0.099
H 2.72904 0.02929 -0.58394 0.015 -0.017 0.120
H -1.26947 0.56107 1.28815 -0.006 -0.085 -0.098
H -0.91744 1.80312 -0.87642 -0.080 -0.128 0.045
H -2.60645 1.26684 -0.69573 0.151 -0.043 -0.007
H -1.50744 0.37511 -1.76596 0.008 0.073 0.135
H -1.64609 -1.79405 -0.11056 -0.123 0.019 0.077
```
Positions in Å, forces in eV/Å.

---

Entry 9:
One molecule with the formula C4H8O3. Source: OMol25; level of theory: ωB97M-V/def2-TZVPD.

The calculation puts the energy relative to the best compared isomer or geometry (same formula, charge and spin) at 2.7884 eV. The calculation puts the highest occupied orbital energy at -0.3534 Eh. The multiplicity is 1. The value obtained for the HOMO-LUMO gap is 10.3096 eV. Its structure (SMILES) is C=C(CO)OCO.

Structure (XYZ):
```
15
Properties=species:S:1:pos:R:3:forces:R:3
C -0.26339 0.63776 1.59460 0.194 -0.016 -0.251
C 0.08078 0.71961 0.30231 -0.315 0.169 0.177
C -0.69927 1.59711 -0.67472 0.239 -0.281 0.133
O -0.84108 0.89164 -1.89379 0.099 0.298 -0.109
O 1.04124 -0.10013 -0.32698 -0.744 0.452 0.257
C 0.75056 -1.43886 0.15762 0.010 -0.643 0.693
O 1.23947 -2.54610 -0.53498 -0.085 0.664 -0.623
H 0.29382 0.06393 2.33124 -0.140 0.029 -0.245
H -1.17236 1.12416 1.95552 0.480 0.146 -0.214
H -1.71015 1.79655 -0.27404 0.541 -0.119 -0.134
H -0.19383 2.57283 -0.81366 -0.104 -0.357 -0.035
H 0.04909 0.55922 -2.08369 -0.239 -0.076 -0.122
H -0.34098 -1.43743 0.17726 0.135 -0.545 0.436
H 1.24084 -1.48889 1.13422 -0.427 -0.112 -0.010
H 0.52527 -2.95139 -1.05091 0.357 0.392 0.045
```
Positions in Å, forces in eV/Å.

---

Entry 10:
A 2-piece molecular cluster, C4H8O3 overall. Source: OMol25; level of theory: ωB97M-V/def2-TZVPD.

The calculation puts the energy relative to the best compared isomer or geometry (same formula, charge and spin) at 2.3761 eV. The calculation puts the highest occupied orbital energy at -0.3758 Eh. The multiplicity is 1. The value obtained for the HOMO-LUMO gap is 10.6195 eV. Its structure (SMILES) is C[C@@H](O)C=O.C=O.

Structure (XYZ):
```
15
Properties=species:S:1:pos:R:3:forces:R:3
C -1.35194 -1.30213 -0.99052 -0.104 -0.084 -0.049
C 0.01284 -0.68412 -0.67438 -0.159 0.004 0.138
O 0.87873 -0.74989 -1.76969 -0.003 0.140 -0.144
C -0.27226 0.74564 -0.28935 -0.023 0.273 -0.282
O 0.04510 1.69462 -0.96559 -0.135 -0.421 0.265
H -1.99667 -1.32185 -0.10395 0.094 -0.028 -0.131
H -1.21566 -2.32200 -1.35443 -0.014 0.092 0.069
H -1.84618 -0.71513 -1.77241 0.036 -0.136 0.076
H 0.46954 -1.19725 0.18424 -0.071 0.102 -0.134
H 0.94162 0.15251 -2.12074 0.092 -0.057 0.008
H -0.87775 0.86368 0.63572 -0.021 0.034 -0.221
C 0.97166 1.30964 2.18606 0.306 -0.171 -0.126
O 1.72018 0.68975 1.47178 -0.244 0.287 0.514
H 0.53034 2.27725 1.87661 0.145 -0.070 0.013
H 0.66249 0.92611 3.17568 0.101 0.035 0.004
```
Positions in Å, forces in eV/Å.

---

In eV, the E_tot values for the records above are, in order, -17663.033; -19206.393; -19207.704; -19204.752; -84548.864; -25018.496; -16244.043; -10420.258; -10418.215; -10418.627.